Here is 10 unconnected molecules or ions with the total composition C32H74F6N3O19P in a non-equilibrium geometry from the Open Molecules 2025 dataset. Energies are from ωB97M-V with the def2-TZVPD basis set.

## Properties
Strongest force on any atom in Eh/bohr: 0.108
Calculated total energy in Eh: -3797.98411
Total charge: -2

Element x y z (Å)
C 18.361 -12.088 -15.217
C 21.156 -8.512 -2.957
H 23.100 -3.281 -0.804
C 24.643 -1.148 -0.264
H 17.350 -11.693 -15.118
H 27.556 1.996 0.201
H 20.645 0.168 -4.305
O 28.018 -1.674 -11.488
H 18.980 -10.031 -8.056
O 25.312 -1.955 0.343
F 23.818 -5.183 -6.452
C 28.221 -2.715 -10.582
H 21.325 -7.509 -2.564
H 21.470 -0.665 -7.608
O 20.735 -10.615 -14.800
H 31.573 -9.729 -4.491
H 22.320 4.232 -6.497
O 27.682 0.567 -12.067
H 29.153 -2.777 -10.020
H 22.611 -11.124 -11.976
O 29.297 -10.561 -5.461
H 14.648 -4.980 -6.637
H 27.432 -7.843 -8.181
C 22.458 1.670 -12.198
H 23.213 3.831 -8.102
N 18.046 -7.333 -8.937
H 21.380 -10.275 -10.975
O 21.957 0.351 -12.460
H 18.023 -6.889 -6.418
C 21.317 2.629 -12.405
H 26.223 1.422 -9.672
C 20.465 0.682 -6.467
C 20.034 -0.107 -5.164
C 22.887 3.529 -7.106
O 18.004 -9.512 -1.734
H 23.253 1.851 -12.921
H 25.407 1.818 1.218
C 26.759 1.308 -0.080
H 21.987 -9.689 -12.499
H 27.426 -2.749 -9.837
F 21.873 -4.720 -9.067
H 17.584 -13.832 -16.178
H 23.783 3.260 -6.547
O 29.766 -8.778 -4.147
H 19.460 -8.684 -7.118
H 15.909 -9.085 0.889
H 30.800 -10.472 -3.236
C 17.114 -7.379 -6.768
O 18.945 -7.454 -1.326
O 24.716 0.190 -0.032
O 19.139 -12.010 -14.000
C 28.106 -3.908 -11.460
H 27.338 0.453 -0.428
H 27.032 -4.083 -11.521
H 18.085 -14.162 -14.534
C 23.101 -0.557 -12.386
H 28.534 -3.688 -12.438
H 22.651 4.223 -13.048
C 18.579 -9.265 -7.392
C 23.415 -2.696 -1.669
H 17.085 -10.397 0.644
H 18.687 -6.801 -8.366
H 16.809 -7.999 -5.925
C 20.206 -11.250 -13.949
H 22.731 1.039 -6.084
N 20.555 -0.239 -7.647
H 18.649 -7.875 -9.539
H 16.649 -8.805 -8.294
C 21.661 -10.590 -11.980
H 19.284 -13.964 -15.893
H 21.613 2.154 -5.368
C 27.134 -9.043 -6.336
H 18.820 -11.558 -16.052
H 31.568 -8.907 -2.939
N 20.456 2.527 -11.211
H 22.748 -1.546 -12.679
H 26.964 -10.099 -6.129
C 27.454 -8.861 -7.791
H 28.456 -9.246 -7.980
H 21.021 -8.347 -4.026
O 23.796 -1.375 -1.290
O 22.017 2.434 -7.377
C 21.784 1.549 -6.259
H 22.597 -2.623 -2.385
H 22.041 -9.142 -2.858
H 22.784 1.773 -11.162
C 27.783 -0.314 -11.161
C 17.519 -8.276 -7.904
H 19.007 0.198 -4.964
H 26.148 -8.584 -6.267
O 15.978 -6.506 -7.300
H 22.175 4.232 -11.381
O 27.653 -0.183 -9.792
H 28.592 -4.751 -10.968
H 21.008 2.684 -10.381
C 21.796 4.065 -12.390
H 19.860 -3.821 -11.834
C 29.055 -9.365 -5.135
H 18.229 -9.787 -6.502
O 20.018 -9.181 -2.492
H 27.943 1.860 -9.226
H 23.984 -0.435 -13.013
C 16.723 -9.165 -1.209
C 27.159 1.104 -9.211
O 18.965 -3.515 -12.078
F 24.105 -5.299 -8.761
C 25.662 0.837 0.816
F 23.453 -3.464 -7.666
H 19.709 1.440 -6.671
F 21.544 -4.749 -6.778
H 15.774 -9.552 -1.580
C 18.969 -8.624 -1.801
P 22.858 -5.020 -7.740
O 20.502 -11.265 -12.553
H 20.697 2.352 -13.257
C 18.355 -13.617 -15.439
H 24.304 -3.173 -2.083
H 19.946 -1.190 -5.256
H 16.211 -5.024 -5.793
H 26.665 -9.350 -8.362
H 17.658 -8.852 0.713
C 16.793 -9.395 0.332
H 19.884 3.360 -11.234
O 28.056 -8.478 -5.476
C 30.948 -9.470 -3.637
H 23.537 -0.644 -11.391
H 14.789 -6.010 -5.468
H 26.432 1.877 -0.951
H 16.635 -8.115 -1.489
H 26.087 0.189 1.582
H 21.021 4.758 -12.715
C 15.436 -5.632 -6.260
H 20.009 -1.045 -7.378
H 26.893 0.977 -8.161
F 22.606 -6.603 -7.925

***

Here is 8 unconnected molecules or ions with the total composition C32H74N2O6 in a non-equilibrium geometry from the Open Molecules 2025 dataset. Energies are from ωB97M-V with the def2-TZVPD basis set.

## Properties
Strongest force on any atom in Eh/bohr: 0.082
Structure (SMILES): CCCC#N.CCCC#N.CCOCC.CCOCC.CCOCC.CCOCC.CCOCC.CCOCC
Calculated total energy in Eh: -1824.39285

Element x y z (Å)
C 3.112 2.505 -2.982
H 1.286 -3.621 3.659
H 4.088 -2.837 3.289
H -3.431 -0.001 -0.645
H 0.824 1.767 -1.441
H 1.821 0.574 -2.444
H 1.745 -0.789 5.119
C 0.497 3.882 0.938
H 2.867 -2.569 2.081
H -4.393 5.527 -5.850
C 2.614 2.900 2.067
O 0.923 -1.865 -5.478
H 5.127 -2.810 0.936
H 0.320 -3.210 -0.384
H -2.097 -3.735 -0.041
H -1.464 -1.424 -0.654
O 0.130 0.207 5.970
C -2.527 0.435 -0.192
H 2.052 4.903 1.470
C 2.153 3.029 3.486
H 3.671 -1.290 -3.686
H -0.865 1.890 -3.142
H 1.225 -1.538 -3.513
C -1.404 -4.201 0.596
C -0.370 -2.367 -5.259
C 1.123 1.412 -2.441
H -2.299 -2.211 -6.146
H -2.554 1.417 4.238
H 3.920 -3.942 0.336
H -0.400 -3.424 -5.004
O 1.698 2.541 -3.103
C -0.671 0.360 4.808
H 2.044 -6.414 4.202
C -0.031 -4.194 -0.119
C -4.101 5.449 -3.247
H 0.348 -1.869 5.508
H 3.155 4.086 -4.412
H 2.419 1.885 1.691
H -2.276 5.471 -2.045
H -3.501 4.209 -1.554
H 2.866 2.459 4.047
C -4.278 4.557 -5.336
H -3.989 6.472 -3.630
H -1.141 -0.612 4.564
H -3.036 -4.386 2.560
C 1.927 3.919 1.146
H 1.146 2.811 3.770
N -0.638 4.041 0.740
H -2.262 1.055 5.944
H -0.195 -4.675 -1.113
H -1.386 2.377 5.229
H 2.339 4.042 3.840
H -3.253 0.415 1.819
H -1.922 -1.392 0.898
H -3.698 5.900 -1.076
C 1.766 -2.017 -4.311
H 0.489 -5.800 3.741
H 0.033 0.914 -4.235
O -1.367 -3.425 1.812
C -2.901 1.216 1.152
C 1.387 -5.547 4.265
H -3.690 2.540 -5.841
H 2.361 -2.044 7.197
H -0.845 -1.826 -4.412
C 2.112 -4.303 3.902
C 4.547 -3.658 1.196
H -3.727 1.924 0.996
C -1.542 -0.709 0.169
H -2.476 -1.399 3.242
H 0.923 -1.600 7.948
C -1.793 1.397 5.046
H 0.683 -4.799 0.448
H 3.573 4.638 -2.814
H -2.711 3.809 -6.492
H -5.162 5.128 -3.090
H -2.146 1.753 1.705
C -3.356 5.274 -1.940
H 2.587 -4.028 4.890
H 3.536 1.649 -3.509
H -3.490 -2.424 4.133
C -3.716 3.548 -6.287
H 2.071 -0.325 7.484
H 2.839 -0.298 -4.841
H 4.741 3.638 -3.800
C -0.184 1.072 -3.200
H 5.175 -4.486 1.522
H -0.666 0.143 -2.833
H 3.635 -1.796 -5.365
H 3.653 3.142 2.091
C -1.239 -2.062 -6.409
H -2.005 1.131 -0.847
C -2.610 -2.448 3.542
C 3.616 -3.281 2.349
H -1.236 -1.017 -6.719
H -4.351 3.567 -7.229
C 3.736 3.825 -3.532
H 3.470 2.474 -1.928
H 0.011 0.506 3.958
H -1.186 -2.825 -7.202
O -3.500 4.595 -4.156
N 0.715 0.060 1.153
C 1.559 -1.246 7.155
C -0.170 -0.356 0.599
H -5.323 4.349 -5.057
C 0.882 -0.973 5.835
H 2.411 3.844 0.187
H 1.889 -3.119 -4.230
C -2.633 -3.342 2.320
H -1.749 -5.198 0.939
H -1.785 -2.715 4.215
H -3.284 -2.909 1.586
C 3.096 -1.333 -4.597
O 2.978 -4.491 2.782
H 1.111 -5.460 5.302

***

Here is a molecular structure, C32H75Ag2N5O8 in a non-equilibrium geometry from the Open Molecules 2025 dataset. Energies are from ωB97M-V with the def2-TZVPD basis set.

## Properties
Strongest force on any atom in Eh/bohr: 0.050
Multiplicity: 3
Expectation value of S²: 2.01
Calculated total energy in Eh: -2433.09563
Total charge: +2

Element x y z (Å)
H -4.512 1.998 -2.643
C -0.367 -3.001 5.531
N -2.875 4.026 -3.053
O 3.802 0.723 4.457
H -1.707 3.267 -4.277
H 0.149 -3.508 4.720
C 2.298 -4.269 2.810
H -0.426 -3.357 7.740
H -2.363 5.017 -5.524
C -2.098 2.658 -1.118
H -0.888 -3.306 2.771
O -2.413 -2.783 4.212
H 2.356 -6.830 3.900
H -0.442 -0.208 1.277
O -2.580 2.991 -3.971
H 0.331 -4.592 6.740
H -2.416 -2.786 6.227
H -2.604 -3.137 2.239
N 2.861 -2.362 4.307
O 3.593 4.396 2.026
H -0.284 -0.611 -2.395
H -2.857 6.680 -5.176
H -1.660 1.906 -1.781
H -4.840 2.059 -0.980
H 1.166 -2.448 2.970
H -2.665 -0.886 -4.390
H 1.682 4.485 1.086
Ag 1.915 -0.355 5.087
C 2.209 -2.750 3.028
H 0.134 0.327 -3.745
H -2.556 6.465 -2.245
H 5.983 1.977 -0.504
H -1.674 6.017 -4.185
H 2.650 6.002 1.223
H 3.939 -2.609 1.695
H -5.756 4.830 -3.690
H -5.091 5.615 -5.048
H -1.288 3.381 -0.987
H 6.549 3.619 -0.585
H -5.425 3.355 -1.924
C 1.060 0.968 2.151
C 0.179 -0.703 -3.380
H 0.600 0.657 0.101
C -1.637 -4.889 -2.375
H 1.803 -3.104 -3.969
C 5.576 3.264 1.286
C -4.853 4.849 -4.300
H 0.894 -5.333 -3.467
H 1.332 -6.631 2.472
H 3.319 -4.620 3.010
C 3.009 -2.082 1.904
H 1.117 -2.998 7.142
H -1.465 -0.063 -5.351
H 1.224 -0.998 -3.468
H -3.917 7.237 -3.048
C -4.552 2.711 -1.813
H -2.179 -1.619 -5.862
H -2.067 -4.358 5.448
H -3.115 -2.404 -2.847
O 1.458 -4.961 3.689
H -2.350 -4.511 -1.640
H 0.760 -4.407 -1.222
O 0.879 0.312 3.223
H 6.098 3.900 2.003
C -1.786 -1.053 -5.021
C -3.524 5.183 -3.619
H 0.861 -1.830 -5.872
C 2.367 5.061 1.708
H -0.531 -1.066 6.195
H -2.140 -5.346 -3.228
N -1.336 -2.737 -3.378
C 6.413 2.777 0.101
H -0.616 1.582 1.013
H 3.985 0.590 3.519
H 4.743 1.341 1.434
C 1.440 -6.366 3.533
H 2.064 -4.435 1.752
Ag 3.404 2.771 3.530
O 2.013 1.779 2.038
O -2.255 -2.224 -2.449
H 5.933 1.624 2.480
C 0.229 -4.571 -3.886
H -0.604 -1.228 4.563
H -2.447 2.181 -0.205
H 7.398 2.421 0.400
H 2.406 -1.920 1.007
C -1.869 -3.281 5.424
H 3.869 -2.494 4.201
C -2.582 5.724 -4.728
C -3.450 4.652 -0.745
C -0.674 -1.710 -4.188
N -0.114 -1.552 5.402
H -0.473 -3.056 -5.878
H -4.300 6.640 -0.514
H 0.523 -6.751 3.974
C 4.345 4.017 0.860
C 0.189 -2.435 -5.270
H -5.261 5.534 -1.461
C 1.061 -3.546 -4.644
C -1.940 -3.426 3.050
H -0.352 -5.165 -4.595
C 0.055 0.727 1.041
H 1.590 -4.032 -5.467
H 4.576 4.902 0.261
H 3.704 3.426 0.194
H -4.727 3.965 -4.927
C -0.578 -3.888 -2.806
H 1.001 -2.775 -1.892
H -0.354 -3.025 -0.798
C -3.594 6.313 -2.578
C 0.255 -3.503 -1.563
H -3.917 4.176 0.116
H 3.265 -1.040 2.127
H -2.053 -4.517 3.137
H -1.221 -5.765 -1.861
H 1.907 5.325 2.661
H 2.687 -3.130 4.967
C -3.223 3.475 -1.761
C 0.199 -3.518 6.857
H -2.465 5.052 -0.479
C -4.232 5.865 -1.275
N 5.129 2.067 2.036

***

Here is a molecular structure, C32H76Cl8N4 in a non-equilibrium geometry from the Open Molecules 2025 dataset. Energies are from ωB97M-V with the def2-TZVPD basis set.

## Properties
Strongest force on any atom in Eh/bohr: 0.256
Calculated total energy in Eh: -5164.45423
ΔE to the lowest compared entry with this formula, charge and spin in kJ/mol: 2238.6

Element x y z (Å)
H 49.278 11.580 42.269
H 42.388 7.832 36.045
C 43.798 7.658 39.619
H 39.154 6.830 39.613
C 48.574 7.034 37.169
C 37.921 12.062 39.921
C 44.587 17.525 38.224
H 42.356 12.163 33.044
H 43.724 7.893 40.720
H 45.489 10.771 40.589
H 45.933 9.604 38.402
C 46.791 12.399 43.900
H 44.477 12.255 43.958
H 47.769 11.954 37.159
Cl 43.185 16.258 40.279
H 47.834 10.202 43.402
C 42.339 11.595 42.116
H 40.618 10.304 41.274
H 44.132 14.098 41.161
H 44.113 8.685 37.231
C 42.579 7.073 38.884
H 49.342 6.502 36.549
H 40.262 11.357 42.543
H 48.800 10.298 41.173
H 44.295 10.538 41.814
C 47.877 8.046 36.519
H 48.089 11.945 41.029
C 46.136 8.932 37.715
H 48.353 9.319 38.997
N 47.314 9.188 37.183
C 44.922 8.896 36.720
H 43.452 13.404 39.343
H 40.422 6.941 37.562
H 41.783 14.028 41.309
H 43.889 8.522 39.061
C 40.935 11.329 41.664
H 46.603 10.937 45.498
H 35.906 12.441 41.033
H 43.381 13.543 44.555
H 40.479 9.193 39.970
Cl 45.796 16.180 37.937
H 43.554 13.268 37.591
H 41.716 12.001 45.718
C 47.896 11.406 38.264
N 46.441 11.493 42.918
H 39.724 8.602 37.600
C 47.231 11.824 45.247
H 45.862 12.784 44.353
H 44.721 6.980 39.386
C 43.733 12.708 34.888
H 40.899 12.094 40.979
H 44.918 13.083 42.279
H 45.075 8.260 35.703
Cl 45.311 12.023 38.801
C 42.529 11.575 38.754
C 44.815 11.176 41.063
Cl 35.911 10.241 40.274
H 42.626 10.841 34.166
H 44.898 9.776 36.251
H 47.216 7.585 35.816
C 48.210 9.925 38.157
Cl 40.978 12.221 34.931
C 42.525 11.988 34.152
H 47.941 6.209 37.313
H 44.032 12.188 35.791
H 41.608 9.552 36.264
H 44.616 18.104 39.155
H 47.516 13.310 43.680
H 43.017 11.764 46.244
H 39.098 7.903 41.023
H 42.535 10.948 37.888
H 44.692 14.536 42.670
H 42.760 10.720 42.599
H 38.711 11.303 40.065
C 40.879 8.211 40.068
H 40.151 6.914 41.069
C 39.844 7.376 40.284
C 45.590 12.243 41.830
H 48.508 8.314 35.766
H 46.188 12.758 41.190
C 43.687 12.689 38.691
H 42.371 6.031 39.344
H 44.050 11.577 40.590
C 47.572 10.786 42.578
H 46.998 12.553 46.165
H 42.357 17.497 38.604
H 37.792 12.143 38.891
H 42.994 11.767 41.280
H 42.522 10.719 45.068
C 42.603 11.614 45.233
C 36.716 11.604 40.862
H 48.934 7.401 38.164
H 49.127 9.839 37.601
H 46.966 11.822 38.597
H 46.135 7.919 38.067
H 43.561 15.582 42.099
C 43.311 12.519 44.233
N 41.507 8.087 38.732
H 44.518 18.190 37.451
H 41.477 8.504 40.944
C 40.726 7.949 37.597
C 48.436 11.189 41.659
Cl 40.904 12.332 38.414
H 36.974 11.393 41.981
C 43.216 16.937 38.577
H 48.499 11.908 38.668
H 44.585 12.680 34.270
C 43.725 14.455 42.139
H 41.948 14.663 42.851
H 42.936 16.141 37.789
H 42.754 6.693 37.867
C 42.461 13.842 42.212
H 42.532 11.179 39.900
Cl 38.477 13.617 40.509
C 41.371 8.350 36.289
N 42.281 12.663 43.040
Cl 43.446 14.507 34.968
H 47.014 9.897 41.976
H 48.309 11.463 45.516
H 40.607 8.102 35.572

***

Which of these has the lowest calculated total energy? C32H76Cl8N4